{"formula": "C61H61Br2CaN4O5P2S", "method": "ωB97M-V/def2-TZVPD", "total_charge": -1, "e_above_lowest_ev": 0.000, "energy_ha": -9863.18791, "elements": ["Ca", "O", "C", "N", "C", "O", "C", "C", "C", "C", "C", "N", "C", "C", "C", "C", "C", "N", "H", "H", "H", "H", "H", "H", "H", "H", "C", "C", "C", "C", "C", "C", "C", "Br", "C", "O", "C", "C", "C", "C", "C", "C", "H", "H", "H", "H", "H", "H", "H", "H", "H", "H", "H", "H", "H", "H", "H", "H", "H", "H", "H", "H", "C", "S", "C", "C", "C", "N", "P", "C", "C", "C", "C", "C", "C", "C", "C", "C", "C", "C", "C", "P", "C", "C", "C", "C", "C", "C", "C", "C", "C", "C", "C", "C", "H", "H", "H", "H", "H", "H", "H", "H", "H", "H", "H", "H", "H", "H", "H", "H", "H", "H", "H", "H", "H", "H", "H", "H", "H", "H", "H", "H", "H", "Br", "C", "C", "C", "C", "C", "C", "C", "O", "O", "H", "H", "H", "H"], "positions_angstrom": [[-0.375, 0.220, 1.219], [0.798, 0.122, 5.045], [1.060, -0.045, 3.869], [0.989, 0.872, 2.859], [1.282, 2.178, 3.026], [2.048, 2.680, 3.838], [0.636, 3.107, 1.996], [0.386, 4.412, 2.399], [-0.210, 5.280, 1.506], [-0.485, 4.830, 0.223], [-0.174, 3.524, -0.100], [0.352, 2.655, 0.766], [1.523, -1.416, 3.385], [1.817, -2.389, 4.330], [2.377, -3.580, 3.904], [2.651, -3.738, 2.555], [2.312, -2.713, 1.688], [1.734, -1.580, 2.074], [0.653, 4.700, 3.405], [-0.456, 6.293, 1.801], [-0.945, 5.474, -0.515], [-0.363, 3.152, -1.098], [1.601, -2.176, 5.368], [2.606, -4.368, 4.610], [3.125, -4.634, 2.176], [2.530, -2.792, 0.630], [-6.923, 5.258, 2.085], [-7.082, 3.883, 1.420], [-8.164, 3.083, 2.158], [-7.540, 4.101, -0.020], [-5.749, 3.135, 1.484], [-5.052, 2.720, 0.362], [-3.831, 2.078, 0.503], [-2.921, 1.562, -1.104], [-3.223, 1.793, 1.740], [-2.072, 1.197, 1.825], [-3.959, 2.203, 2.894], [-5.167, 2.857, 2.726], [-3.402, 1.909, 4.293], [-3.280, 0.389, 4.485], [-4.304, 2.454, 5.402], [-2.021, 2.561, 4.468], [-7.865, 5.814, 2.053], [-6.158, 5.841, 1.567], [-6.618, 5.162, 3.128], [-9.113, 3.627, 2.154], [-7.882, 2.899, 3.196], [-8.318, 2.116, 1.675], [-8.480, 4.660, -0.026], [-7.707, 3.153, -0.534], [-6.804, 4.672, -0.589], [-5.436, 2.874, -0.637], [-5.705, 3.167, 3.612], [-4.264, -0.083, 4.420], [-2.853, 0.171, 5.468], [-2.636, -0.050, 3.727], [-5.296, 1.994, 5.387], [-4.420, 3.539, 5.331], [-3.846, 2.230, 6.367], [-1.286, 2.090, 3.824], [-1.681, 2.454, 5.501], [-2.069, 3.627, 4.224], [6.258, -4.846, -1.020], [6.034, -4.003, -2.598], [4.229, -4.143, -2.716], [3.658, -3.222, -3.791], [3.868, -1.748, -3.469], [3.206, -1.378, -2.215], [3.510, 0.255, -1.570], [5.066, 0.788, -2.412], [4.968, 1.931, -3.202], [6.084, 2.455, -3.846], [7.313, 1.831, -3.710], [7.426, 0.687, -2.924], [6.314, 0.176, -2.275], [4.221, -0.124, 0.080], [4.055, 0.836, 1.075], [4.568, 0.635, 2.350], [5.260, -0.534, 2.633], [5.427, -1.500, 1.647], [4.902, -1.300, 0.379], [1.454, -1.359, -1.864], [0.716, -3.016, -2.234], [0.121, -3.432, -3.426], [-0.537, -4.650, -3.516], [-0.640, -5.478, -2.407], [-0.106, -5.059, -1.199], [0.552, -3.839, -1.118], [0.865, -0.320, -3.287], [0.303, 0.914, -2.943], [-0.044, 1.847, -3.907], [0.181, 1.573, -5.250], [0.742, 0.359, -5.614], [1.079, -0.577, -4.642], [7.319, -4.806, -0.776], [5.945, -5.887, -1.083], [5.694, -4.337, -0.237], [3.813, -3.867, -1.744], [3.978, -5.182, -2.929], [2.594, -3.445, -3.868], [4.116, -3.433, -4.762], [3.564, -1.129, -4.322], [4.934, -1.580, -3.327], [4.002, 2.413, -3.307], [5.993, 3.352, -4.445], [8.187, 2.236, -4.205], [8.386, 0.199, -2.813], [6.420, -0.704, -1.653], [3.492, 1.737, 0.855], [4.403, 1.381, 3.119], [5.664, -0.696, 3.625], [5.957, -2.418, 1.876], [5.008, -2.059, -0.390], [0.131, -2.794, -4.297], [-0.993, -4.941, -4.455], [-1.160, -6.425, -2.480], [-0.226, -5.661, -0.307], [0.893, -3.496, -0.151], [0.128, 1.120, -1.896], [-0.489, 2.790, -3.611], [-0.076, 2.303, -6.008], [0.926, 0.136, -6.658], [1.526, -1.508, -4.965], [-5.717, -4.484, -3.731], [-4.459, -3.601, -2.609], [-3.603, -2.666, -3.166], [-2.693, -2.020, -2.340], [-2.641, -2.314, -0.985], [-3.508, -3.259, -0.451], [-4.426, -3.911, -1.260], [-1.678, -1.596, -0.083], [-1.737, -1.760, 1.154], [-0.835, -0.819, -0.643], [-3.644, -2.447, -4.224], [-2.019, -1.274, -2.743], [-3.455, -3.464, 0.610], [-5.105, -4.647, -0.852]], "forces_ev_per_a": [[0.81, -0.48, -0.50], [0.06, -0.09, 0.08], [0.37, 0.41, -0.17], [0.50, 0.34, 0.99], [0.04, -0.15, -0.05], [-0.07, 0.04, 0.10], [0.20, -0.14, 0.04], [-0.03, 0.04, -0.06], [-0.02, 0.02, -0.01], [-0.01, 0.09, 0.01], [0.10, -0.15, -0.01], [0.08, 0.18, 0.35], [0.04, 0.16, -0.06], [-0.05, -0.03, 0.00], [-0.03, 0.00, 0.02], [0.05, -0.05, 0.03], [-0.06, 0.09, -0.07], [-0.11, -0.03, 0.27], [0.01, 0.00, 0.00], [0.01, 0.00, -0.01], [0.01, -0.01, -0.01], [-0.06, -0.03, 0.00], [0.01, -0.01, 0.00], [0.03, 0.02, 0.00], [-0.02, 0.00, -0.01], [0.03, 0.01, 0.01], [0.00, -0.01, 0.00], [0.13, -0.04, 0.00], [-0.03, 0.03, -0.02], [-0.03, -0.01, -0.01], [0.00, 0.02, -0.03], [0.04, -0.04, 0.05], [-0.05, 0.09, -0.12], [-0.18, 0.08, 0.19], [0.20, -0.10, 0.06], [-1.38, 0.82, 0.16], [-0.03, 0.05, 0.09], [-0.02, -0.03, 0.03], [0.09, -0.01, -0.11], [0.01, 0.02, 0.06], [-0.04, -0.01, 0.00], [-0.03, 0.01, 0.01], [0.01, -0.01, 0.00], [-0.01, 0.01, 0.01], [-0.01, 0.01, 0.00], [0.00, -0.01, 0.00], [-0.01, 0.00, 0.00], [0.01, 0.00, 0.01], [0.00, -0.01, -0.01], [0.00, 0.01, 0.00], [-0.02, 0.01, 0.00], [0.01, 0.04, 0.01], [0.01, 0.01, -0.01], [0.01, 0.00, 0.01], [-0.01, 0.00, -0.01], [-0.03, -0.01, -0.02], [0.01, 0.02, 0.00], [0.00, -0.01, 0.02], [-0.01, -0.01, 0.00], [0.00, 0.02, -0.02], [0.00, -0.01, -0.01], [0.00, 0.00, 0.03], [0.00, 0.03, -0.07], [0.02, 0.05, 0.06], [-0.02, 0.00, -0.06], [0.15, 0.01, 0.10], [-0.04, -0.20, 0.11], [-0.49, 0.52, 0.15], [0.61, -0.17, 0.29], [-0.08, -0.01, -0.13], [0.00, -0.05, -0.05], [-0.02, -0.02, 0.03], [-0.01, -0.01, 0.02], [-0.02, 0.02, 0.00], [0.03, 0.03, 0.04], [-0.11, -0.02, -0.04], [-0.07, -0.03, -0.02], [0.02, -0.01, -0.02], [-0.01, 0.03, 0.00], [-0.01, 0.00, -0.02], [0.06, -0.02, 0.02], [0.46, 0.01, -0.70], [-0.10, -0.01, 0.13], [0.02, 0.00, 0.01], [0.01, 0.00, 0.01], [0.00, 0.01, -0.01], [0.02, 0.02, -0.01], [0.03, 0.00, 0.00], [-0.09, 0.05, 0.12], [-0.06, -0.19, 0.03], [0.00, -0.01, -0.04], [-0.02, 0.02, 0.05], [0.02, -0.03, 0.01], [0.03, 0.03, -0.06], [-0.01, -0.02, 0.02], [0.00, 0.00, 0.02], [0.01, -0.02, 0.01], [-0.05, -0.03, -0.02], [-0.07, 0.00, 0.04], [0.03, 0.00, -0.13], [0.00, -0.05, 0.02], [-0.06, 0.03, 0.05], [0.02, 0.00, -0.11], [0.01, 0.01, -0.01], [-0.01, -0.01, -0.01], [0.00, -0.01, 0.00], [0.00, 0.00, 0.00], [0.00, 0.01, -0.03], [-0.01, 0.00, 0.03], [-0.04, -0.02, 0.00], [-0.03, -0.01, 0.00], [0.00, 0.00, 0.00], [-0.01, -0.02, 0.01], [0.03, 0.00, -0.01], [0.00, 0.00, 0.01], [-0.02, 0.02, 0.01], [0.00, 0.00, -0.01], [-0.03, -0.03, -0.05], [-0.01, 0.07, 0.03], [0.00, -0.01, 0.01], [-0.02, -0.01, 0.00], [0.00, -0.01, 0.00], [0.01, 0.01, 0.02], [0.01, -0.02, -0.01], [0.02, 0.00, -0.02], [0.02, 0.03, 0.06], [-0.02, -0.02, -0.08], [-0.08, -0.06, 0.11], [-0.07, -0.03, 0.00], [0.05, -0.01, 0.01], [0.15, -0.03, -0.26], [0.02, -0.20, -0.20], [-0.66, -0.81, -0.79], [-0.02, 0.01, 0.01], [0.01, -0.01, 0.02], [-0.01, 0.01, 0.00], [-0.01, 0.01, 0.00]]}